DFT (ωB97M-V/def2-TZVPD) results for C31H39N5NiO2P2 as an isolated structure at a distorted geometry.

Geometry as XYZ:
```
80
Properties=species:S:1:pos:R:3:forces:R:3
Ni -0.949306 -2.715779 -2.195813 0.9 0.3 2.5
C -1.295713 2.601492 -1.392837 -0.6 0.2 -0.2
C -1.629360 2.176637 -2.627383 0.4 -1.3 0.0
C -0.601903 1.498631 -3.559683 0.1 0.0 -1.0
C 0.606517 0.630076 -2.974438 -1.2 0.6 -0.7
C 1.889366 1.427045 -3.039975 0.9 -0.3 1.0
C 2.080560 2.594549 -2.404253 0.3 0.1 -0.4
C 0.982480 3.597126 -2.185293 -0.2 -0.1 1.0
C 0.019097 3.258668 -1.004396 0.0 0.1 0.0
C 0.908033 -2.880538 -1.405872 -0.2 0.1 -1.2
H -2.056818 2.501612 -0.596822 0.2 0.9 -0.5
H -2.691574 2.047994 -2.986615 1.1 -0.2 1.1
H -0.164217 2.197568 -4.301168 -0.2 -0.3 0.3
H -1.169319 0.801921 -4.199613 -0.1 0.2 0.3
H 0.347604 0.262451 -1.934726 0.6 0.7 -1.1
H 0.733662 -0.273431 -3.624869 -0.2 0.6 0.3
H 2.752479 0.987428 -3.566358 -0.2 -0.3 0.9
H 3.077829 2.901406 -2.027222 -0.4 -0.1 -1.1
H 0.398318 3.702675 -3.115888 0.3 0.1 0.5
H 1.433213 4.594533 -1.984173 -0.2 -0.7 -0.1
H 0.486877 2.711170 -0.166512 0.1 0.1 -0.5
H -0.184301 4.259593 -0.590757 -0.6 -0.4 0.1
H 0.828938 -1.805848 -1.228465 0.7 -0.1 0.1
H 1.729607 -3.136112 -2.090758 -0.3 -0.1 0.3
H 0.902697 -3.418817 -0.454394 -0.1 0.0 -0.4
P 1.392506 -1.270398 -6.931064 2.5 0.5 -3.1
P -2.185159 -0.613589 -6.600449 -1.6 1.6 -3.1
N 2.749693 -0.156322 -7.258026 0.2 0.2 0.6
N 1.971504 -2.417104 -8.193774 -0.5 -1.3 0.7
N -2.358909 1.118656 -6.994124 0.3 0.1 0.4
N -3.654358 -1.042605 -7.557031 -0.2 -1.4 -0.1
C 0.301892 -0.390761 -8.092264 -1.3 0.0 -0.3
C -1.123903 -0.992917 -8.085500 0.4 -0.1 -0.2
C 3.703973 0.224357 -6.304515 0.3 1.0 -1.3
C 4.596837 1.108647 -6.928653 -0.8 -0.9 0.1
C 4.218065 1.208723 -8.314195 -1.1 -0.8 0.6
C 3.073033 0.437063 -8.491909 0.9 0.6 1.0
C 2.300378 -3.737298 -7.847004 0.1 0.2 -1.5
C 2.693287 -4.413520 -9.000590 -0.2 0.6 0.6
C 2.635450 -3.478457 -10.085205 -0.5 0.7 0.9
C 2.164611 -2.276962 -9.570162 0.2 -1.2 0.1
C -2.689038 2.164859 -6.110975 0.2 0.4 -0.7
C -2.506559 3.373299 -6.776780 0.1 -1.0 0.4
C -2.041130 3.068420 -8.094772 -0.3 -1.0 0.2
C -2.009909 1.696707 -8.223288 0.3 0.9 0.5
C -4.309279 -0.354162 -8.588292 -0.6 -0.9 0.4
C -5.331165 -1.156692 -9.085421 1.1 0.0 1.0
C -5.248766 -2.420050 -8.408373 0.9 0.5 0.3
C -4.176272 -2.347861 -7.526072 -0.8 1.0 -0.4
H 0.628376 -0.494172 -9.146335 0.1 0.2 0.9
H 0.320138 0.686338 -7.836715 -0.2 -0.5 -0.1
H -1.637919 -0.667897 -9.023707 0.1 -0.5 1.0
H -1.118796 -2.102593 -8.135124 0.2 0.4 0.0
H 3.638045 -0.146353 -5.280123 0.1 0.2 -0.5
H 5.409108 1.648355 -6.456809 -0.1 -0.3 0.0
H 4.702103 1.775355 -9.099639 -0.1 0.0 0.2
H 2.461985 0.328084 -9.383448 0.4 0.1 0.5
H 2.196080 -4.073230 -6.824586 0.1 0.0 -0.1
H 2.971340 -5.459634 -9.076736 0.0 0.3 0.1
H 2.901464 -3.638736 -11.123886 -0.1 -0.1 0.2
H 1.931381 -1.380282 -10.121645 0.2 -0.2 0.2
H -3.049075 1.968318 -5.092898 0.3 0.0 -0.7
H -2.663235 4.362785 -6.368137 0.0 -0.2 0.0
H -1.736204 3.730623 -8.887587 -0.2 0.2 0.1
H -1.767596 1.126183 -9.120345 0.0 0.4 0.7
H -3.973397 0.610845 -8.926804 -0.3 0.1 0.3
H -6.053110 -0.863154 -9.828013 0.1 0.0 -0.1
H -5.904556 -3.263070 -8.555089 0.1 -0.1 0.0
H -3.710636 -3.105446 -6.909940 -0.3 0.1 0.1
O 0.107973 -0.069070 0.054842 -0.9 -0.8 0.5
C -0.831143 -0.778689 0.423402 0.8 1.1 -0.7
C -1.678388 -0.456596 1.676917 0.3 0.0 -0.1
C -2.749404 -1.510946 1.644439 -0.2 -0.5 0.0
C -2.316712 -2.450915 0.519526 -0.3 0.1 -0.6
O -2.862649 -3.507405 0.268340 0.2 -0.1 -0.2
N -1.308418 -1.886063 -0.262198 -1.3 0.2 0.7
H -1.113986 -0.533399 2.617666 0.2 0.2 -0.5
H -2.058588 0.570406 1.586451 0.2 -0.3 0.0
H -2.866527 -2.040884 2.593140 -0.1 -0.1 -0.2
H -3.727400 -1.120846 1.345768 0.1 -0.1 0.1
```
Positions in Å, forces in eV/Å.

Properties
**Relative energy (zero: lowest compared OMol25 entry of this formula, charge and spin)**: 1.610 eV
**Electronic energy**: -3819.708279 Ha
**Charge**: 0
**LUMO energy (alpha / beta)**: -1.4 / -2.0 eV
**E_HOMO (alpha / beta)**: -8.2619 / -8.2615 eV
**Multiplicity**: 3

Löwdin population analysis, charges in e, atoms 1 to 6: 0.813, -0.117, -0.108, -0.205, -0.170, -0.118